The following is a quantum chemistry calculation of a 2-piece molecular cluster, C6H11N4O overall, from OMol25.

Output
ΔE to the lowest compared entry with this formula, charge and spin, eV: 1.456
Net charge: +1
Energy, Ha: -529.17405
Kohn-Sham gap, hartree: 0.35625
HOMO level, eV: -13.82

Each line ends with the natural charge from an NBO analysis.
Positions of all 22 atoms, in Å:
C 0.81693 -0.14271 2.51100  -0.276
C -0.44474 -0.17843 -0.06959  0.205
C -0.20156 0.11657 -3.60065  0.873
C -0.36836 -1.13285 2.22772  -0.437
C -0.42128 -1.43280 0.76900  -0.463
C 0.60749 0.72187 0.35184  0.307
N 1.24831 0.75587 1.44821  -0.321
N -1.41140 0.01104 -0.85122  -0.526
N -1.24062 -0.35637 -3.91755  -0.690
N 0.92987 1.94628 -0.49223  -0.765
O 0.59363 0.72561 -3.01179  -0.608
H 0.61600 0.67443 3.35883  0.253
H -0.20611 -2.05668 2.84345  0.247
H -1.28526 -0.74186 2.70888  0.234
H -1.22872 -2.15272 0.36079  0.263
H 0.40230 -1.96305 0.46413  0.226
H -1.43876 0.84631 -1.39173  0.334
H 1.65289 -0.80996 2.97370  0.251
H -1.54346 -1.17980 -4.60589  0.481
H 0.98181 1.39457 -1.51599  0.498
H 1.78769 2.28119 -0.08310  0.463
H 0.15337 2.67349 -0.47781  0.453

Forces on the atoms, in the same order (eV/Å):
C 0.70 -0.17 2.87
C -1.27 -1.08 0.92
C -1.54 -0.39 0.44
C 0.12 0.23 2.15
C -3.01 -0.57 -1.43
C 1.26 2.46 1.63
N -0.92 -0.99 -0.87
N -0.21 -0.74 -0.10
N -1.52 -3.34 -3.20
N -1.86 -2.72 -2.68
O 2.15 0.99 0.43
H 0.08 -2.05 -1.53
H 0.15 0.68 -0.78
H 0.14 0.09 -0.90
H 0.67 1.50 1.14
H 2.65 -1.23 -0.40
H 0.15 1.07 -0.38
H -0.83 1.68 -1.21
H 1.08 2.75 2.22
H 0.18 2.47 2.00
H 0.56 0.48 -0.22
H 1.28 -1.12 -0.08


The following is a quantum chemistry calculation of C6H11NO as an isolated structure, from OMol25.

Output
ΔE to the lowest compared entry with this formula, charge and spin, eV: 13.061
Energy, Ha: -364.75147
Kohn-Sham gap, hartree: 0.35479
HOMO level, eV: -8.89

Each line ends with the natural charge from an NBO analysis.
Positions of all 19 atoms, in Å:
C 1.70982 -1.13304 -0.08586  -0.362
C 1.92926 0.69063 0.02291  -0.397
C 0.41043 1.05897 -0.17221  -0.016
C -1.01812 1.41379 0.14823  -0.218
C -1.46276 -1.36751 0.15758  -0.210
C 0.15272 -1.17177 -0.05350  -0.024
H 2.07236 -1.24773 1.06826  0.255
H 2.12830 -1.46419 -0.99154  0.211
H 1.73829 0.88963 1.36159  0.217
H 2.70294 1.39180 -0.40772  0.227
H 0.29573 0.83589 -1.19488  0.149
H -1.40783 2.39989 -0.30657  0.179
H -0.97010 1.69516 1.18392  0.200
H -2.04070 0.25820 -1.00995  0.310
H -1.75115 -1.91793 1.19499  0.221
H -2.34086 -1.67849 -0.67798  0.212
H -0.12514 -0.78836 -0.97967  0.162
N -2.06456 0.19643 -0.05783  -0.579
O 0.04135 -0.06138 0.80025  -0.538

Forces on the atoms, in the same order (eV/Å):
C -0.03 2.24 4.24
C -1.99 1.64 4.98
C 0.20 -2.38 1.14
C -2.48 4.05 1.58
C -4.04 -0.62 0.32
C -1.69 1.18 0.50
H -0.14 -0.88 -3.52
H 1.18 -0.99 -0.49
H 2.28 -0.62 -3.97
H -0.62 -1.45 0.10
H -0.28 -1.27 -1.61
H 0.04 -1.73 -0.21
H -0.76 -0.01 0.66
H -0.84 -0.39 -3.52
H 0.55 1.96 -2.35
H 3.08 -0.65 1.80
H 0.50 0.25 -2.33
N 3.17 0.11 3.00
O 1.87 -0.44 -0.32


The following is a quantum chemistry calculation of C6H11NO as an isolated structure, from OMol25.

Output
ΔE to the lowest compared entry with this formula, charge and spin, eV: 4.650
Energy, Ha: -365.06059
Kohn-Sham gap, hartree: 0.35469
HOMO level, eV: -8.85

Each line ends with the natural charge from an NBO analysis.
Positions of all 19 atoms, in Å:
C -0.54479 0.97808 -0.58435  0.416
C 0.16685 -1.77041 0.30880  -0.475
C 1.36285 -1.06600 -0.21421  0.056
C 0.37784 -0.28935 0.56488  -0.044
C -2.00093 0.81026 -0.58375  -0.713
C 0.66752 0.41001 1.87580  -0.653
N 0.23440 1.66471 -1.23656  -0.682
O 1.52432 -0.98397 -1.60578  -0.744
H -0.66801 -2.18322 -0.24027  0.222
H 0.34362 -2.46080 1.10101  0.209
H 2.28342 -1.49346 0.10719  0.188
H -2.39382 0.72429 0.33891  0.229
H -2.14371 -0.12535 -1.16195  0.248
H -2.59981 1.65059 -0.99624  0.218
H 1.59280 -0.19502 2.15991  0.236
H -0.30987 0.58132 2.37596  0.225
H 1.06329 1.48976 1.65584  0.221
H -0.13306 2.36336 -1.75476  0.342
H 1.17708 -0.10480 -2.11044  0.502

Forces on the atoms, in the same order (eV/Å):
C 1.50 -3.78 2.89
C -1.03 0.24 0.79
C -0.35 -0.33 -2.12
C -1.84 2.83 -2.60
C 0.09 0.60 -3.21
C 1.32 1.10 -1.92
N 2.75 -1.50 1.48
O -1.10 2.73 -2.64
H 0.04 0.55 -0.74
H 0.38 -0.17 0.92
H 0.72 0.37 1.15
H -1.04 -0.88 3.38
H -0.39 0.49 0.34
H 0.68 -0.41 -0.46
H -1.65 0.88 1.35
H 1.15 -0.79 0.79
H -0.55 -1.94 0.22
H -1.83 2.81 -2.31
H 1.15 -2.81 2.70


The following is a quantum chemistry calculation of C6H11NO as an isolated structure, from OMol25.

Output
ΔE to the lowest compared entry with this formula, charge and spin, eV: 6.891
Energy, Ha: -364.97821
Kohn-Sham gap, hartree: 0.31088
HOMO level, eV: -7.85

Each line ends with the natural charge from an NBO analysis.
Positions of all 19 atoms, in Å:
C 1.74047 -0.89635 0.89463  -0.659
C 0.89892 0.18875 0.32695  -0.012
C -0.34072 -0.05461 -0.30019  -0.059
C -1.23826 -1.22546 -0.18349  -0.061
C -1.10345 1.13285 -0.39931  -0.264
C 1.08521 1.54607 0.19561  -0.249
H 1.12538 -1.75169 0.59095  0.237
H 2.04026 -0.96958 1.97863  0.234
H 2.80689 -0.97269 0.45383  0.215
H -1.71470 -0.92250 -1.39101  0.122
H -2.00242 -1.07614 0.75455  0.205
H -0.28371 -2.47535 -0.94847  0.460
H -1.79932 0.95655 0.45499  0.156
H -1.58877 1.15331 -1.26154  0.199
H 0.05855 3.14923 -1.10118  0.372
H 2.12168 1.90465 -0.41252  0.185
H 1.06749 2.11777 1.21523  0.210
N -0.21865 2.15835 -0.25019  -0.609
O -0.81922 -2.54618 -0.22341  -0.684

Forces on the atoms, in the same order (eV/Å):
C 1.89 -0.88 -0.38
C -3.30 -3.67 -1.86
C 4.26 -2.88 4.16
C -3.38 1.40 -2.01
C -0.83 -0.35 1.68
C 2.59 7.44 1.18
H 0.98 -0.45 0.65
H -1.17 0.64 -0.75
H -1.70 0.18 0.01
H -0.27 -1.45 3.30
H 1.58 -0.40 -2.67
H 2.55 -0.91 -3.07
H -0.47 1.16 -0.30
H -2.83 0.28 -3.74
H -1.79 -4.66 3.11
H -2.76 -0.83 1.43
H 1.43 -1.33 -1.05
N 4.66 6.40 -2.48
O -1.43 0.30 2.77


The following is a quantum chemistry calculation of one molecule with the formula C6H11NO, from OMol25.

Output
ΔE to the lowest compared entry with this formula, charge and spin, eV: 11.012
Energy, Ha: -364.82678
Kohn-Sham gap, hartree: 0.32930
SMILES: C1C[C@H]2CNC[C@@H]1O2
HOMO level, eV: -8.15

Each line ends with the natural charge from an NBO analysis.
Positions of all 19 atoms, in Å:
C 0.25784 -0.73039 -1.89938  -0.401
C -1.32866 0.21661 -1.57960  -0.338
C -0.97479 0.54139 -0.16006  -0.015
C -0.71951 0.99189 1.28493  -0.189
C 1.53647 -0.53827 1.12500  -0.159
C 0.84789 -0.54168 -0.40637  -0.007
H 0.06443 -1.86851 -2.51168  0.224
H 0.83076 -0.03589 -2.69857  0.181
H -2.17862 -0.45308 -1.85161  0.205
H -1.40392 1.06379 -2.24858  0.193
H -0.09830 1.26906 -0.58761  0.162
H -1.40171 0.37922 1.88129  0.207
H -0.72046 2.04502 1.60286  0.208
H 1.42084 1.27975 1.47968  0.351
H 2.46714 -0.19588 1.00974  0.173
H 1.40698 -1.60991 1.52499  0.218
H 1.20731 0.48924 -0.83707  0.163
N 0.68622 0.64607 1.68564  -0.610
O -0.51418 -0.81532 0.15624  -0.565

Forces on the atoms, in the same order (eV/Å):
C -0.23 -1.06 -3.65
C -0.14 -1.56 -1.83
C 2.54 1.24 -0.87
C -0.61 0.19 1.80
C -5.87 -2.71 -1.92
C -0.16 -0.80 -1.14
H 0.30 3.45 2.33
H -1.00 -1.76 1.72
H 0.69 0.20 0.76
H 0.29 0.28 -0.14
H -1.69 -1.30 1.22
H 0.26 0.47 0.46
H -0.77 -0.14 -0.60
H -0.51 2.07 -0.01
H 3.82 0.98 0.23
H 0.20 2.11 -0.05
H -0.73 -0.99 2.30
N 1.52 -2.83 -0.31
O 2.10 2.15 -0.28


The following is a quantum chemistry calculation of a 2-piece molecular cluster, C6H11NO overall, from OMol25.

Output
ΔE to the lowest compared entry with this formula, charge and spin, eV: 6.575
Energy, Ha: -364.98983
Kohn-Sham gap, hartree: 0.32361
HOMO level, eV: -9.03

Each line ends with the natural charge from an NBO analysis.
Positions of all 19 atoms, in Å:
C -0.42188 -1.55900 -1.12151  0.116
C 0.48292 -0.71279 -0.21026  -0.267
C 1.35489 0.50452 -0.26911  -0.429
C 0.73618 1.47682 0.76430  -0.238
C -1.40836 0.27678 0.92569  -0.228
C -0.96455 -0.31098 -0.43220  -0.322
H 0.84458 -1.40670 -2.52778  0.463
H -0.62161 -2.53687 -0.58103  0.174
H 0.57533 -1.26833 0.69280  0.204
H 1.43125 0.87763 -1.33210  0.213
H 2.34926 0.27769 -0.02371  0.201
H -0.02091 2.14340 0.24079  0.196
H 1.58451 2.04955 1.20234  0.209
H -0.00323 0.08565 2.29847  0.339
H -2.27083 1.02029 0.68504  0.204
H -1.71967 -0.54204 1.67315  0.197
H -1.11535 0.40465 -1.23123  0.206
N -0.28971 0.95947 1.76736  -0.600
O -0.52281 -1.73975 -2.52099  -0.637

Forces on the atoms, in the same order (eV/Å):
C -1.40 -1.91 2.61
C -0.35 0.02 -2.39
C -0.79 -0.38 -1.36
C -1.48 1.27 -0.16
C -2.10 -0.37 1.10
C 0.36 0.51 0.88
H -5.65 -1.53 -1.00
H 0.20 1.07 -0.72
H 0.14 -0.31 0.68
H -0.45 0.18 1.09
H 1.53 -0.38 0.61
H 1.61 -0.10 0.18
H -1.07 -0.16 0.15
H 0.52 1.83 -0.59
H 1.44 -1.16 0.90
H -0.30 1.18 -1.36
H 0.44 0.35 -0.08
N 0.39 -2.61 -1.55
O 6.93 2.51 1.01